A.
This record from the Open Molecules 2025 dataset describes a 9-piece molecular cluster, FH16O8 overall. The level of theory is ωB97M-V with the def2-TZVPD basis set.

```
25
FH16O8 | the Open Molecules 2025 dataset | ωB97M-V with the def2-TZVPD basis set
F -1.304 -2.445 17.189
O -3.425 -1.729 15.831
H -2.697 -2.080 16.348
H -3.292 -0.807 15.633
O -1.282 0.092 16.361
H -1.528 -0.769 16.751
H -0.432 0.284 16.827
O -0.099 -2.596 14.976
H 0.811 -2.265 15.083
H -0.477 -2.510 15.840
O -0.598 -4.505 18.618
H 0.247 -4.763 18.191
H -0.772 -3.692 18.194
O -2.850 -2.459 19.533
H -2.418 -2.626 18.713
H -3.345 -1.665 19.370
O -1.008 -0.399 20.248
H -1.223 -0.450 21.176
H -1.376 -1.132 19.749
O 0.995 -1.662 18.437
H 0.160 -1.885 17.992
H 1.667 -1.595 17.770
O -1.980 -4.574 15.904
H -2.703 -4.401 15.281
H -1.779 -3.783 16.454
```

Properties
* HOMO-LUMO gap: 0.371 Eh
* HOMO energy: -6.8 eV
* net charge: -1

These are the Löwdin partial charges, in e, on atoms 1 to 2:
1. F -0.4583
2. O -0.0613

B.
This record from the Open Molecules 2025 dataset describes a 9-piece molecular cluster, FH16O8 overall. The level of theory is ωB97M-V with the def2-TZVPD basis set.

```
25
FH16O8 | the Open Molecules 2025 dataset | ωB97M-V with the def2-TZVPD basis set
F 0.153 0.225 -0.109
O 0.136 2.356 -1.858
H 0.969 2.353 -2.278
H 0.090 1.679 -1.204
O 1.015 -2.435 0.363
H 1.578 -2.229 1.101
H 0.717 -1.523 0.095
O 0.877 1.582 2.034
H 1.806 1.564 2.002
H 0.644 1.077 1.240
O -2.211 -0.540 -0.924
H -2.091 -0.081 -1.748
H -1.370 -0.368 -0.484
O 0.714 -1.008 -2.385
H 0.489 -0.490 -1.617
H 0.862 -1.918 -2.100
O -2.867 1.107 1.016
H -2.673 0.718 0.151
H -3.112 0.390 1.585
O 2.746 0.412 -0.565
H 3.146 -0.443 -0.417
H 1.861 0.346 -0.096
O -1.030 -0.861 2.412
H -0.755 -0.394 1.643
H -1.695 -1.517 2.142
```

Properties
* HOMO-LUMO gap: 0.391 Eh
* HOMO energy: -7.3 eV
* net charge: -1

These are the Löwdin partial charges, in e, on atoms 1 to 2:
1. F -0.4546
2. O -0.0360

Which of them is the most stable, and which is the least stable? B and A, in that order.

A.
This record from the Open Molecules 2025 dataset describes one molecule with the formula C5H5Cl. The level of theory is ωB97M-V with the def2-TZVPD basis set.

```
11
C5H5Cl | the Open Molecules 2025 dataset | ωB97M-V with the def2-TZVPD basis set
Cl -0.720 -1.307 -2.702
C -0.868 -0.766 -1.092
C -0.366 0.589 -0.475
C 1.101 0.283 -0.811
C 0.358 -0.817 -0.105
C -0.387 0.020 0.910
H -1.940 -1.157 -0.418
H 1.101 -0.059 -1.894
H 1.913 0.942 -0.486
H 0.182 0.488 1.755
H -1.409 -0.371 1.146
```

Properties
* HOMO-LUMO gap: 0.410 Eh
* HOMO energy: -10.1 eV
* SMILES: Cl[C@H]1[C@]23C[C@]12C3
* net charge: 0

These are the Löwdin partial charges, in e, on atoms 1 to 2:
1. Cl 0.6797
2. C -0.6840

B.
This record from the Open Molecules 2025 dataset describes one molecule with the formula C5H5Cl. The level of theory is ωB97M-V with the def2-TZVPD basis set.

```
11
C5H5Cl | the Open Molecules 2025 dataset | ωB97M-V with the def2-TZVPD basis set
C 0.737 -1.859 -1.635
C 0.842 -0.968 -0.870
C 0.878 0.513 0.018
Cl 1.753 1.613 -1.024
C -0.567 0.809 0.255
C -1.370 0.369 1.255
H 0.635 -2.684 -2.152
H 1.346 0.283 1.097
H -0.915 1.472 -0.500
H -2.406 0.487 1.433
H -0.933 -0.035 2.123
```

Properties
* HOMO-LUMO gap: 0.399 Eh
* HOMO energy: -9.9 eV
* SMILES: C#C[C@@H](Cl)C=C
* net charge: 0

These are the Löwdin partial charges, in e, on atoms 1 to 2:
1. C 0.0802
2. C -0.0941

Which of them is the most stable, and which is the least stable? B and A, in that order.

A.
This record from the Open Molecules 2025 dataset describes C5H13N2 as an isolated structure. The level of theory is ωB97M-V with the def2-TZVPD basis set.

```
20
C5H13N2 | the Open Molecules 2025 dataset | ωB97M-V with the def2-TZVPD basis set
C -0.944 1.818 -1.027
C -0.971 1.752 0.420
C 0.263 0.886 0.950
C -0.068 -0.475 0.455
N -0.280 -0.546 -0.969
C 1.111 -1.326 -0.186
N 1.600 -2.083 0.842
H 1.953 -0.965 -0.781
H -0.161 2.306 -1.590
H -1.918 1.853 -1.500
H -1.820 1.086 0.623
H -1.016 2.600 1.101
H 1.012 1.147 0.189
H 0.647 1.025 1.949
H -0.598 0.579 -1.266
H -0.740 -1.138 1.004
H -2.672 -0.206 -1.836
H 0.693 -2.516 -0.111
H 2.263 -2.871 0.714
H -2.457 -0.415 -1.155
```

Properties
* HOMO-LUMO gap: 0.201 Eh
* HOMO energy: -12.6 eV
* net charge: +1

These are the Löwdin partial charges, in e, on atoms 1 to 2:
1. C -0.0211
2. C -0.1852

B.
This record from the Open Molecules 2025 dataset describes an isolated ion of composition C5H13N2 and charge +1. The level of theory is ωB97M-V with the def2-TZVPD basis set.

```
20
C5H13N2 | the Open Molecules 2025 dataset | ωB97M-V with the def2-TZVPD basis set
C -1.810 0.962 -0.036
N -0.758 0.063 0.575
C -0.912 -1.349 0.417
C 0.331 -1.586 -0.427
C 0.854 -0.107 -0.059
C 1.088 1.063 -1.010
N 1.653 0.127 1.063
H -2.123 0.586 -0.931
H -2.660 0.979 0.713
H -1.438 2.039 -0.085
H -0.934 0.312 1.490
H -1.736 -1.600 -0.126
H -0.935 -2.032 1.428
H 1.282 -2.161 -0.202
H 0.137 -1.640 -1.509
H 0.916 1.993 -0.642
H 0.589 0.981 -1.993
H 2.129 1.077 -1.278
H 1.989 -0.666 1.624
H 2.338 0.958 0.990
```

Properties
* HOMO-LUMO gap: 0.423 Eh
* HOMO energy: -14.2 eV
* SMILES: C[N@H+]1CC[C@]1(C)N
* net charge: +1

These are the Löwdin partial charges, in e, on atoms 1 to 2:
1. C 0.0230
2. N -0.0780

C.
This record from the Open Molecules 2025 dataset describes C5H13N2 as an isolated structure. The level of theory is ωB97M-V with the def2-TZVPD basis set.

```
20
C5H13N2 | the Open Molecules 2025 dataset | ωB97M-V with the def2-TZVPD basis set
C 2.392 -0.884 0.490
C 1.132 -1.223 -0.261
C 0.475 -0.082 -1.018
C -0.523 0.936 -0.330
C -1.607 0.149 0.894
N -1.182 -0.808 1.698
N -0.904 1.775 -1.413
H 2.347 -0.403 1.473
H 3.102 -1.695 0.614
H 3.002 -0.153 -0.066
H 0.391 -1.461 0.487
H -1.471 -0.568 2.662
H 1.197 0.639 -1.439
H -0.072 -0.493 -1.868
H -2.167 0.961 1.371
H 1.252 -2.120 -0.858
H -2.309 -0.415 0.219
H -1.667 2.449 -1.325
H -1.514 0.821 -1.234
H 0.072 1.406 0.471
```

Properties
* HOMO-LUMO gap: 0.251 Eh
* HOMO energy: -14.9 eV
* net charge: +1

These are the Löwdin partial charges, in e, on atoms 1 to 2:
1. C -0.1008
2. C -0.2420

D.
This record from the Open Molecules 2025 dataset describes a 2-piece molecular cluster, C5H13N2 overall. The level of theory is ωB97M-V with the def2-TZVPD basis set.

```
20
C5H13N2 | the Open Molecules 2025 dataset | ωB97M-V with the def2-TZVPD basis set
C 0.577 0.535 -3.034
C 0.994 1.263 -1.717
C -0.140 1.042 -0.777
C -0.017 0.054 0.209
N -0.769 -0.254 1.244
C -2.126 0.307 1.126
N 1.081 -2.480 3.185
H 1.391 0.730 -3.758
H -0.373 0.860 -3.427
H 1.193 2.354 -1.828
H 1.927 0.800 -1.287
H -0.876 1.823 -0.846
H 0.951 -0.488 0.159
H 0.181 -1.990 3.035
H -2.584 -0.429 0.492
H -2.257 1.325 0.684
H -2.597 0.359 2.093
H 1.193 -3.428 3.530
H 0.581 -0.539 -2.812
H 1.671 -1.847 3.730
```

Properties
* HOMO-LUMO gap: 0.161 Eh
* HOMO energy: -12.2 eV
* net charge: +1

These are the Löwdin partial charges, in e, on atoms 1 to 2:
1. C -0.0340
2. C -0.1954

Which of them is the most stable, and which is the least stable? B and A, in that order.

A.
This record from the Open Molecules 2025 dataset describes a 2-piece molecular cluster, C5H13N2 overall. The level of theory is ωB97M-V with the def2-TZVPD basis set.

```
20
C5H13N2 | the Open Molecules 2025 dataset | ωB97M-V with the def2-TZVPD basis set
N 1.258 0.599 1.948
C 0.732 1.627 1.324
N -0.540 1.924 1.355
H 0.664 -0.010 2.488
H 2.176 0.271 1.667
H 1.375 2.180 0.651
H -0.923 2.625 0.735
H -1.189 1.345 1.860
C 0.085 -1.301 -0.610
C -0.636 -0.383 -1.255
C -0.097 0.540 -2.318
C -0.497 -2.367 0.280
H 1.130 -1.311 -0.917
H -1.695 -0.246 -1.040
H 0.936 0.312 -2.571
H -0.722 0.499 -3.206
H -0.138 1.569 -1.945
H -1.547 -2.145 0.462
H 0.014 -2.373 1.248
H -0.385 -3.356 -0.157
```

Properties
* HOMO-LUMO gap: 0.325 Eh
* HOMO energy: -12.7 eV
* net charge: +1

These are the Löwdin partial charges, in e, on atoms 1 to 2:
1. N 0.2039
2. C -0.1735

B.
This record from the Open Molecules 2025 dataset describes C5H13N2 as an isolated structure. The level of theory is ωB97M-V with the def2-TZVPD basis set.

```
20
C5H13N2 | the Open Molecules 2025 dataset | ωB97M-V with the def2-TZVPD basis set
C -2.140 1.001 1.010
C -2.165 -0.122 -0.013
C -0.833 -0.807 -0.331
C 0.340 0.144 -0.481
N 0.771 1.010 0.411
C 1.682 -0.423 0.197
N 2.058 -1.470 -0.510
H 1.799 -0.459 1.283
H -1.912 0.725 2.039
H -2.989 1.666 0.916
H -2.605 0.332 -0.909
H -2.901 -0.868 0.288
H -0.616 -1.461 0.536
H -0.815 -1.506 -1.168
H -1.264 1.666 0.860
H 0.492 0.372 -1.555
H 1.956 3.008 -1.614
H 2.675 -0.324 -0.604
H 2.893 -1.913 -0.088
H 2.605 2.981 -1.258
```

Properties
* HOMO-LUMO gap: 0.271 Eh
* HOMO energy: -14.2 eV
* net charge: +1

These are the Löwdin partial charges, in e, on atoms 1 to 2:
1. C -0.0950
2. C -0.2240

Which of them is the most stable, and which is the least stable? A and B, in that order.

A.
This record from the Open Molecules 2025 dataset describes a 2-piece molecular cluster, C5H13N2 overall. The level of theory is ωB97M-V with the def2-TZVPD basis set.

```
20
C5H13N2 | the Open Molecules 2025 dataset | ωB97M-V with the def2-TZVPD basis set
C 2.802 -0.455 0.093
C -2.057 1.099 -0.272
C 1.511 1.375 -0.407
C -1.415 0.034 0.623
C -0.917 -1.155 -0.289
N -0.747 -2.329 0.237
N 1.612 -0.057 -0.206
H 2.934 -1.468 0.296
H 3.551 0.251 0.311
H -2.418 2.008 0.291
H -2.935 0.745 -0.733
H -1.471 1.351 -1.102
H 0.858 1.780 -1.145
H 2.523 1.794 -0.540
H 1.082 1.698 0.662
H -2.194 -0.345 1.272
H -0.557 0.487 1.183
H -1.033 -1.039 -1.314
H -0.472 -3.195 -0.214
H -0.660 -2.577 1.254
```

Properties
* HOMO-LUMO gap: 0.345 Eh
* HOMO energy: -13.9 eV
* net charge: +1

These are the Löwdin partial charges, in e, on atoms 1 to 2:
1. C 0.0065
2. C -0.0967

B.
This record from the Open Molecules 2025 dataset describes a 2-piece molecular cluster, C5H13N2 overall. The level of theory is ωB97M-V with the def2-TZVPD basis set.

```
20
C5H13N2 | the Open Molecules 2025 dataset | ωB97M-V with the def2-TZVPD basis set
C 0.901 -2.195 -2.168
C 0.285 -1.279 -1.162
C -0.909 -1.492 -0.636
N -1.455 -0.601 0.395
H 0.202 -2.974 -2.461
H 1.203 -1.641 -3.057
H 1.808 -2.653 -1.773
H 0.874 -0.415 -0.875
H -1.550 -2.318 -0.908
H -0.834 0.326 0.549
H -2.399 -0.305 0.159
H -1.513 -1.091 1.288
C 1.174 1.486 1.717
C -0.566 2.746 0.787
N 0.012 1.619 0.827
H 1.270 0.446 2.025
H 1.085 2.116 2.602
H 2.068 1.769 1.165
H -1.393 2.884 0.097
H -0.264 3.572 1.428
```

Properties
* HOMO-LUMO gap: 0.411 Eh
* HOMO energy: -14.2 eV
* net charge: +1

These are the Löwdin partial charges, in e, on atoms 1 to 2:
1. C -0.0705
2. C -0.1216

Which of them is the most stable, and which is the least stable? B and A, in that order.